(1)
A structure of composition C42H45BCoN10 at a distorted geometry. Source: the OMol25 dataset; level of theory: ωB97M-V with the def2-TZVPD basis set.

Summary:
Expectation value of S² ... 6.02
Kohn-Sham gap (spin up / spin down) ... 7.59 / 4.98 eV
E_LUMO (spin up / spin down) ... -7.75 / -10.31 eV
DFT total energy ... -97461.9055 eV

Geometry as ORCA input:
```
! RIJCOSX wB97M-V def2-TZVPD def2/J DEFGRID3
* xyz 3 5
Co 0.37 -0.55 -0.73
C -1.24 2.32 3.16
C -0.48 2.18 1.81
C -0.16 3.21 0.86
C 0.58 2.62 -0.15
N 0.73 1.31 0.16
N 0.17 1.09 1.39
B 0.39 -0.30 1.89
N 1.20 -0.53 3.22
N 0.93 0.39 4.27
C 1.85 0.05 5.29
C 2.56 -1.01 4.95
C 2.05 -1.50 3.62
C 2.39 -2.86 2.95
C 1.81 0.78 6.53
C 1.23 2.00 6.55
C 1.28 2.71 7.79
C 2.05 2.31 8.84
C 2.61 1.09 8.75
C 2.56 0.35 7.54
N -0.94 -1.09 1.70
N -1.11 -1.50 0.43
C -2.16 -2.32 0.34
C -2.79 -2.37 1.62
C -1.93 -1.67 2.49
C -2.15 -1.43 3.93
C -2.65 -3.06 -0.91
C -1.73 -3.75 -1.75
C -2.25 -4.67 -2.63
C -3.62 -4.76 -2.91
C -4.54 -4.02 -2.18
C -4.04 -3.17 -1.15
C 0.83 3.33 -1.42
C 2.00 3.29 -2.14
C 2.22 4.09 -3.28
C 1.26 4.97 -3.69
C 0.05 4.98 -3.04
C -0.15 4.22 -1.92
H -2.30 2.28 3.24
H -0.93 3.23 3.69
H -0.76 1.55 3.77
H -0.37 4.33 0.97
H 1.35 -0.75 1.04
H 3.11 -1.76 5.42
H 1.56 -3.55 3.16
H 3.34 -3.15 3.36
H 2.50 -2.73 1.79
H 0.58 2.28 5.73
H 0.77 3.72 8.04
H 2.09 2.84 9.81
H 3.19 0.81 9.67
H 3.00 -0.64 7.61
H -3.70 -2.96 1.82
H -1.52 -0.63 4.29
H -2.00 -2.39 4.54
H -3.21 -1.03 3.99
H -0.67 -3.75 -1.39
H -1.54 -5.33 -3.12
H -3.91 -5.59 -3.57
H -5.59 -4.20 -2.27
H -4.79 -2.71 -0.49
H 2.83 2.66 -1.73
H 3.32 4.05 -3.65
H 1.46 5.74 -4.42
H -0.71 5.74 -3.27
H -1.13 4.26 -1.47
N 2.06 -3.46 -5.52
C 2.65 -2.85 -4.70
C 3.08 -2.16 -3.54
C 4.33 -1.90 -3.03
C 4.47 -1.33 -1.78
C 3.37 -0.92 -1.07
N 2.10 -1.05 -1.59
C 2.00 -1.83 -2.71
H 5.17 -2.07 -3.66
H 5.42 -1.17 -1.32
H 3.50 -0.32 -0.21
H 1.00 -2.19 -2.92
C -0.88 1.45 -5.19
C -0.15 1.24 -3.87
N -0.80 0.12 -3.06
C -2.10 0.62 -2.52
C -2.81 1.40 -3.63
N -2.27 0.96 -4.98
C -2.35 -0.57 -4.97
C -1.11 -0.93 -4.11
H -0.41 0.78 -5.89
H -1.02 2.52 -5.45
H -0.23 2.16 -3.25
H 0.88 0.94 -4.14
H -1.87 1.30 -1.71
H -2.64 -0.25 -2.13
H -2.55 2.44 -3.57
H -3.90 1.27 -3.69
H -2.88 1.36 -5.70
H -2.23 -0.92 -6.00
H -3.37 -0.84 -4.47
H -0.29 -1.02 -4.75
H -1.29 -1.88 -3.63
*
```

(2)
A structure of composition C42H45IN3OP2SSiTl. Source: the OMol25 dataset; level of theory: ωB97M-V with the def2-TZVPD basis set.

Summary:
Kohn-Sham gap ... 6.67 eV
E_LUMO ... -5.79 eV
Energy relative to the best compared isomer or geometry (same formula, charge and spin) ... 17.2 kJ/mol
DFT total energy ... -100876.2334 eV

Geometry as ORCA input:
```
! RIJCOSX wB97M-V def2-TZVPD def2/J DEFGRID3
* xyz 2 1
Tl -0.38 0.25 0.61
C 1.71 -1.93 -1.68
N 0.59 -2.82 -1.79
C -0.01 -3.24 -0.56
P -1.33 -2.10 0.12
C -1.72 -2.73 1.76
C -3.03 -2.86 2.21
C -3.28 -3.23 3.52
C -2.23 -3.45 4.40
C -0.92 -3.31 3.97
C -0.66 -2.94 2.66
C -2.78 -2.25 -0.92
C -3.47 -3.46 -1.00
C -4.59 -3.57 -1.81
C -5.02 -2.48 -2.54
C -4.35 -1.27 -2.47
C -3.23 -1.15 -1.65
C 0.06 -3.20 -3.06
C -0.95 -4.15 -3.16
C -1.43 -4.55 -4.40
C -0.91 -4.01 -5.57
C 0.10 -3.06 -5.47
C 0.58 -2.65 -4.24
P 1.40 -0.11 -1.37
C 3.08 0.47 -1.06
C 3.44 1.03 0.16
C 4.73 1.49 0.36
C 5.67 1.40 -0.65
C 5.32 0.83 -1.87
C 4.04 0.36 -2.08
C 0.80 0.74 -2.85
C 1.40 1.91 -3.31
C 0.85 2.59 -4.39
C -0.30 2.12 -5.00
C -0.93 0.97 -4.52
C -0.38 0.29 -3.44
H 2.35 -1.99 -2.56
H 2.32 -2.21 -0.82
H 0.76 -3.31 0.22
H -0.48 -4.21 -0.64
H -3.86 -2.68 1.53
H -4.31 -3.34 3.86
H -2.44 -3.74 5.42
H -0.10 -3.48 4.65
H 0.37 -2.81 2.35
H -3.14 -4.32 -0.42
H -5.12 -4.51 -1.87
H -5.90 -2.57 -3.17
H -4.70 -0.41 -3.03
H -2.72 -0.20 -1.58
H -1.38 -4.61 -2.29
H -2.21 -5.29 -4.45
H -1.27 -4.33 -6.53
H 0.52 -2.63 -6.37
H 1.34 -1.89 -4.22
H 2.72 1.10 0.96
H 5.00 1.93 1.32
H 6.68 1.77 -0.49
H 6.06 0.75 -2.66
H 3.78 -0.07 -3.04
H 2.30 2.29 -2.84
H 1.34 3.48 -4.76
H -0.72 2.65 -5.84
H -1.83 0.60 -4.99
H -0.88 -0.61 -3.08
C 3.71 1.73 4.34
Si 2.39 3.04 4.54
C 3.12 4.68 5.01
C 1.07 2.56 5.77
C 1.57 3.27 2.83
C 1.74 4.46 2.11
C 1.19 4.65 0.85
C 0.47 3.63 0.29
N 0.27 2.48 0.96
C 0.80 2.30 2.18
S 0.46 0.70 2.87
H 3.97 1.29 5.30
H 4.62 2.16 3.92
H 3.37 0.92 3.69
H 3.50 4.63 6.03
H 2.36 5.47 4.99
H 3.95 4.98 4.37
H 1.45 2.72 6.78
H 0.76 1.52 5.69
H 0.18 3.19 5.65
H 2.34 5.25 2.55
H 1.33 5.58 0.31
H 0.03 3.70 -0.70
N -4.20 1.32 2.49
C -3.29 1.60 1.56
O -2.66 0.68 1.01
C -3.08 3.04 1.19
I -2.29 4.15 2.83
H -4.36 0.36 2.75
H -4.71 2.05 2.96
H -4.02 3.51 0.92
H -2.37 3.11 0.37
*
```

(3)
A structure of composition C42H45N5O3PPtS5. Source: the OMol25 dataset; level of theory: ωB97M-V with the def2-TZVPD basis set.

Summary:
Kohn-Sham gap ... 6.80 eV
E_LUMO ... -3.60 eV
Energy relative to the best compared isomer or geometry (same formula, charge and spin) ... 54.8 kJ/mol
DFT total energy ... -124583.4966 eV

Geometry as ORCA input:
```
! RIJCOSX wB97M-V def2-TZVPD def2/J DEFGRID3
* xyz 1 1
Pt -0.29 0.00 0.10
N -7.91 1.70 0.42
C -6.60 1.85 0.80
C -5.89 3.01 0.47
C -4.56 3.14 0.82
C -3.93 2.11 1.51
C -4.62 0.96 1.86
C -5.95 0.83 1.51
S -2.25 2.27 1.94
O -1.95 1.34 3.00
O -1.91 3.65 2.07
N -1.38 1.68 0.65
C -1.38 2.20 -0.59
N -2.00 3.29 -1.03
C -1.74 3.62 -2.29
C -0.90 2.89 -3.13
C -0.35 1.73 -2.62
N -0.60 1.40 -1.36
H -8.42 2.53 0.15
H -8.46 1.00 0.88
H -6.39 3.81 -0.06
H -4.01 4.04 0.58
H -4.13 0.19 2.42
H -6.50 -0.06 1.79
H -2.24 4.51 -2.66
H -0.71 3.20 -4.15
H 0.28 1.06 -3.20
S -2.34 -1.17 0.04
C -1.86 -1.51 1.66
C -2.56 -2.15 2.67
C -1.98 -2.19 3.93
C -0.76 -1.55 4.15
C -0.12 -0.94 3.10
N -0.63 -1.00 1.86
H -3.53 -2.58 2.47
H -2.50 -2.67 4.74
H -0.32 -1.50 5.14
H 0.80 -0.40 3.24
O 0.54 -1.27 -1.30
C 0.04 -2.40 -2.03
C 0.13 -3.71 -1.24
C 0.13 -3.87 0.11
C 0.18 -5.23 0.52
C 0.21 -6.08 -0.54
S 0.19 -5.24 -2.02
C -1.39 -2.23 -2.54
C -1.95 -1.11 -3.08
C -3.32 -1.27 -3.42
C -3.77 -2.52 -3.16
S -2.54 -3.50 -2.49
C 0.96 -2.48 -3.25
C 0.73 -2.00 -4.51
C 1.83 -2.18 -5.39
C 2.87 -2.82 -4.78
S 2.52 -3.19 -3.16
H 0.07 -3.04 0.79
H 0.18 -5.56 1.55
H 0.25 -7.16 -0.53
H -1.41 -0.19 -3.22
H -3.94 -0.49 -3.85
H -4.75 -2.93 -3.33
H -0.20 -1.55 -4.82
H 1.83 -1.88 -6.43
H 3.82 -3.10 -5.22
C 4.65 1.50 -0.57
C 3.34 0.75 -0.83
C 3.72 -0.72 -1.00
C 2.69 1.24 -2.12
P 2.11 0.90 0.60
C 2.93 -0.22 1.80
C 3.79 0.18 2.82
C 4.44 -0.75 3.61
C 4.27 -2.11 3.38
C 3.44 -2.53 2.35
C 2.79 -1.59 1.57
C 2.06 2.63 1.34
C 1.40 2.48 2.72
C 1.18 3.56 0.48
C 3.39 3.39 1.49
H 5.35 1.20 -1.36
H 5.10 1.23 0.38
H 4.56 2.58 -0.63
H 4.28 -0.80 -1.94
H 2.85 -1.36 -1.07
H 4.37 -1.07 -0.20
H 3.44 1.21 -2.92
H 2.32 2.26 -2.06
H 1.89 0.55 -2.40
H 3.95 1.23 3.03
H 5.09 -0.41 4.40
H 4.79 -2.83 3.99
H 3.31 -3.58 2.14
H 2.17 -1.93 0.75
H 0.44 1.98 2.65
H 1.21 3.48 3.12
H 2.01 1.94 3.44
H 0.13 3.31 0.57
H 1.48 3.58 -0.56
H 1.28 4.57 0.88
H 4.21 2.83 1.93
H 3.20 4.25 2.13
H 3.73 3.78 0.53
*
```

(4)
A structure of composition C42H46BrClFIO33S at a distorted geometry. Source: the OMol25 dataset; level of theory: ωB97M-V with the def2-TZVPD basis set.

Summary:
Kohn-Sham gap ... 7.23 eV
E_LUMO ... -1.77 eV
Energy relative to the best compared isomer or geometry (same formula, charge and spin) ... 35.9 kJ/mol
DFT total energy ... -216084.9483 eV

Geometry as ORCA input:
```
! RIJCOSX wB97M-V def2-TZVPD def2/J DEFGRID3
* xyz 0 1
C 1.50 3.85 1.81
C 2.49 2.70 1.73
O 1.92 1.41 1.51
C 0.62 1.25 2.02
C 0.35 -0.23 2.15
C -0.65 -0.86 1.40
Br -1.68 0.17 0.19
C -0.93 -2.23 1.54
I -2.47 -3.06 0.37
C -0.22 -3.02 2.45
C -0.56 -4.48 2.62
C 0.52 -5.42 2.13
O 1.10 -6.16 2.83
Cl 0.95 -5.47 0.39
C 0.80 -2.39 3.21
C 1.08 -1.03 3.05
C 2.17 -0.42 3.87
O 2.29 0.76 4.08
C 3.16 -1.34 4.48
S 4.75 -0.79 5.06
O 5.74 -1.36 4.22
O 4.82 -1.05 6.45
F 4.74 0.74 4.88
C 2.90 -2.63 4.64
C 1.59 -3.16 4.22
O 1.22 -4.17 4.75
H 1.02 3.88 2.78
H 0.72 3.79 1.07
H 2.01 4.81 1.70
H 3.14 2.73 2.61
H 3.12 2.91 0.88
H -0.10 1.68 1.34
H 0.51 1.66 3.02
H -0.67 -4.71 3.67
H -1.49 -4.75 2.13
H 3.62 -3.30 5.09
C -4.95 -2.39 -3.80
C -4.91 -0.98 -4.32
O -5.26 -0.21 -3.17
C -4.96 -0.94 -2.07
O -4.97 -0.53 -0.96
O -4.63 -2.21 -2.41
H -4.22 -3.05 -4.27
H -5.94 -2.85 -3.87
H -3.92 -0.68 -4.65
H -5.61 -0.80 -5.13
C -4.92 -7.53 -3.98
C -5.00 -6.09 -4.44
O -5.35 -5.41 -3.23
C -4.96 -6.18 -2.18
O -4.95 -5.81 -1.05
O -4.57 -7.40 -2.60
H -4.17 -8.11 -4.51
H -5.88 -8.04 -4.05
H -4.04 -5.71 -4.78
H -5.75 -5.93 -5.21
C 1.18 6.69 -1.07
C 0.11 7.14 -2.03
O -0.75 6.00 -2.09
C -0.58 5.29 -0.95
O -1.27 4.38 -0.61
O 0.47 5.76 -0.24
H 1.59 7.50 -0.46
H 2.01 6.17 -1.56
H -0.46 8.00 -1.66
H 0.50 7.38 -3.02
C 5.86 5.35 1.52
C 5.17 6.67 1.22
O 4.61 6.42 -0.08
C 4.45 5.09 -0.22
O 3.84 4.58 -1.11
O 5.06 4.41 0.78
H 5.85 5.10 2.58
H 6.88 5.31 1.15
H 4.36 6.89 1.91
H 5.86 7.51 1.18
C -5.46 4.07 -5.74
C -6.28 3.17 -6.64
O -5.36 2.12 -6.95
C -4.43 2.08 -5.97
O -3.62 1.22 -5.84
O -4.54 3.15 -5.15
H -6.04 4.57 -4.98
H -4.89 4.82 -6.31
H -7.14 2.74 -6.12
H -6.62 3.66 -7.55
C 7.29 1.78 -1.13
C 8.76 1.42 -1.22
O 9.39 2.68 -0.98
C 8.53 3.45 -0.28
O 8.82 4.49 0.22
O 7.30 2.89 -0.23
H 6.68 0.97 -0.73
H 6.87 2.11 -2.08
H 9.07 0.71 -0.45
H 9.05 1.03 -2.20
C 0.95 -6.57 -3.15
C 1.30 -6.05 -4.52
O 0.11 -6.35 -5.27
C -0.91 -6.44 -4.40
O -2.06 -6.52 -4.71
O -0.48 -6.44 -3.12
H 1.41 -6.00 -2.34
H 1.20 -7.62 -3.02
H 1.46 -4.97 -4.53
H 2.16 -6.54 -4.96
C 3.47 3.89 6.23
C 2.04 3.52 5.89
O 1.44 4.80 5.66
C 2.41 5.67 5.32
O 2.23 6.77 4.90
O 3.64 5.12 5.52
H 4.19 3.15 5.90
H 3.60 4.08 7.30
H 1.98 2.93 4.97
H 1.53 2.99 6.69
C -7.31 -4.71 2.27
C -5.81 -4.91 2.23
O -5.34 -3.77 2.97
C -6.33 -3.35 3.79
O -6.20 -2.54 4.65
O -7.49 -3.99 3.49
H -7.86 -5.64 2.29
H -7.67 -4.10 1.44
H -5.49 -5.82 2.75
H -5.40 -4.91 1.23
*
```

Please write out number 3 again, unchanged.
A structure of composition C42H45N5O3PPtS5. Source: the OMol25 dataset; level of theory: ωB97M-V with the def2-TZVPD basis set.

Summary:
Kohn-Sham gap ... 6.80 eV
E_LUMO ... -3.60 eV
Energy relative to the best compared isomer or geometry (same formula, charge and spin) ... 54.8 kJ/mol
DFT total energy ... -124583.4966 eV

Geometry as ORCA input:
```
! RIJCOSX wB97M-V def2-TZVPD def2/J DEFGRID3
* xyz 1 1
Pt -0.29 0.00 0.10
N -7.91 1.70 0.42
C -6.60 1.85 0.80
C -5.89 3.01 0.47
C -4.56 3.14 0.82
C -3.93 2.11 1.51
C -4.62 0.96 1.86
C -5.95 0.83 1.51
S -2.25 2.27 1.94
O -1.95 1.34 3.00
O -1.91 3.65 2.07
N -1.38 1.68 0.65
C -1.38 2.20 -0.59
N -2.00 3.29 -1.03
C -1.74 3.62 -2.29
C -0.90 2.89 -3.13
C -0.35 1.73 -2.62
N -0.60 1.40 -1.36
H -8.42 2.53 0.15
H -8.46 1.00 0.88
H -6.39 3.81 -0.06
H -4.01 4.04 0.58
H -4.13 0.19 2.42
H -6.50 -0.06 1.79
H -2.24 4.51 -2.66
H -0.71 3.20 -4.15
H 0.28 1.06 -3.20
S -2.34 -1.17 0.04
C -1.86 -1.51 1.66
C -2.56 -2.15 2.67
C -1.98 -2.19 3.93
C -0.76 -1.55 4.15
C -0.12 -0.94 3.10
N -0.63 -1.00 1.86
H -3.53 -2.58 2.47
H -2.50 -2.67 4.74
H -0.32 -1.50 5.14
H 0.80 -0.40 3.24
O 0.54 -1.27 -1.30
C 0.04 -2.40 -2.03
C 0.13 -3.71 -1.24
C 0.13 -3.87 0.11
C 0.18 -5.23 0.52
C 0.21 -6.08 -0.54
S 0.19 -5.24 -2.02
C -1.39 -2.23 -2.54
C -1.95 -1.11 -3.08
C -3.32 -1.27 -3.42
C -3.77 -2.52 -3.16
S -2.54 -3.50 -2.49
C 0.96 -2.48 -3.25
C 0.73 -2.00 -4.51
C 1.83 -2.18 -5.39
C 2.87 -2.82 -4.78
S 2.52 -3.19 -3.16
H 0.07 -3.04 0.79
H 0.18 -5.56 1.55
H 0.25 -7.16 -0.53
H -1.41 -0.19 -3.22
H -3.94 -0.49 -3.85
H -4.75 -2.93 -3.33
H -0.20 -1.55 -4.82
H 1.83 -1.88 -6.43
H 3.82 -3.10 -5.22
C 4.65 1.50 -0.57
C 3.34 0.75 -0.83
C 3.72 -0.72 -1.00
C 2.69 1.24 -2.12
P 2.11 0.90 0.60
C 2.93 -0.22 1.80
C 3.79 0.18 2.82
C 4.44 -0.75 3.61
C 4.27 -2.11 3.38
C 3.44 -2.53 2.35
C 2.79 -1.59 1.57
C 2.06 2.63 1.34
C 1.40 2.48 2.72
C 1.18 3.56 0.48
C 3.39 3.39 1.49
H 5.35 1.20 -1.36
H 5.10 1.23 0.38
H 4.56 2.58 -0.63
H 4.28 -0.80 -1.94
H 2.85 -1.36 -1.07
H 4.37 -1.07 -0.20
H 3.44 1.21 -2.92
H 2.32 2.26 -2.06
H 1.89 0.55 -2.40
H 3.95 1.23 3.03
H 5.09 -0.41 4.40
H 4.79 -2.83 3.99
H 3.31 -3.58 2.14
H 2.17 -1.93 0.75
H 0.44 1.98 2.65
H 1.21 3.48 3.12
H 2.01 1.94 3.44
H 0.13 3.31 0.57
H 1.48 3.58 -0.56
H 1.28 4.57 0.88
H 4.21 2.83 1.93
H 3.20 4.25 2.13
H 3.73 3.78 0.53
*
```

Question: What is the DFT total energy in the second record?
Answer: -100876.2334 eV